1.
This record from the OMol25 dataset describes a structure of composition C4H8N2O at a distorted geometry. The level of theory is ωB97M-V/def2-TZVPD.

```
15
Properties=species:S:1:pos:R:3:forces:R:3:nbo_charge:R:1
O 0.992 -0.007 0.428 0.4780 3.1338 1.4237 -0.481
N 1.457 -2.272 0.514 0.4256 4.6880 3.8771 -0.827
N -0.299 -1.401 -0.787 1.5358 1.1068 0.6674 -0.572
C 0.660 -1.177 0.098 -2.3062 -4.3233 -3.2934 0.690
C 0.167 1.014 -0.372 -11.7280 -9.1016 6.8612 0.102
C -0.865 -0.097 -1.092 0.1341 2.8868 -1.6690 -0.256
C -0.561 1.908 0.616 1.3441 -1.5232 4.1370 -0.625
H -1.886 -0.119 -0.649 0.6788 0.7589 0.1205 0.198
H -1.397 2.419 0.089 0.8865 0.3617 0.7578 0.232
H -1.143 1.095 1.576 1.8790 2.7161 -3.1325 0.219
H 0.889 1.419 -0.670 9.9592 6.4556 -6.5392 0.150
H 1.450 -2.932 -0.112 -0.1715 -4.1314 -4.8926 0.370
H -1.103 0.367 -2.217 1.0628 -2.0707 2.3389 0.194
H 1.189 -2.766 1.334 -0.3264 0.4459 1.2476 0.376
H 0.451 2.549 1.244 -3.8519 -1.4033 -1.9044 0.229
```
Positions in Å, forces in eV/Å.

## Properties
total charge	0
orbital gap	9.8	eV
E_HOMO	-8.91	eV
total energy	-341.790205	Eh



2.
This record from the OMol25 dataset describes a structure of composition C38H46BaClF6Ge3N2O4S2. The level of theory is ωB97M-V/def2-TZVPD.

```
103
Properties=species:S:1:pos:R:3:forces:R:3:lowdin_charge:R:1
Ba 0.178 -1.755 0.579 0.2065 0.3852 -0.3055 1.623
Ge 0.758 4.107 0.420 -0.0470 0.0253 -0.0159 0.640
Ge -0.682 2.115 0.773 0.1934 -0.1361 -0.0756 0.776
Ge -2.983 -3.438 -2.197 0.0090 -0.0205 0.0305 0.665
Cl 6.944 0.604 1.990 0.0002 -0.0064 -0.0011 0.636
S 3.230 -3.477 1.598 -0.6396 0.3338 -0.2313 0.561
S 5.377 -4.953 0.625 -0.0728 -0.0009 0.0434 0.573
F 5.447 -6.046 -1.758 0.0261 0.0125 -0.0108 0.124
F 4.018 -4.429 -1.597 -0.0211 -0.0261 -0.0147 0.134
F 4.381 -4.751 3.641 -0.0261 0.0090 0.0284 0.125
F 2.433 -5.523 3.095 0.0268 0.0058 0.0144 0.140
F 6.132 -3.993 -1.719 -0.0278 0.0131 -0.0127 0.112
F 2.597 -3.651 4.159 0.0130 -0.0417 -0.0155 0.130
O 4.655 -6.143 0.975 -0.0303 0.0033 -0.0056 -0.279
O 2.209 -4.087 0.771 0.2404 -0.0313 0.1017 -0.363
O 6.791 -4.893 0.842 0.0232 -0.0350 -0.0103 -0.285
O 2.959 -2.100 1.941 0.2575 -0.2305 0.0363 -0.351
N 4.711 -3.609 1.114 0.1066 -0.0093 -0.0041 -0.287
N -0.280 0.659 -2.651 0.0195 -0.0966 -0.0139 0.068
C -4.043 -4.436 -0.860 0.0132 0.0337 -0.0236 -0.240
C -2.443 3.806 -1.076 0.0000 0.0147 0.0136 -0.128
C 5.223 -4.842 -1.218 0.0301 0.0002 0.0204 -0.669
C -4.665 3.190 -1.780 0.0100 -0.0056 0.0020 -0.127
C -0.316 -2.116 3.441 0.1511 -0.4326 -0.0116 -0.278
C 0.218 1.695 -3.317 -0.0132 0.0452 0.0153 -0.162
C -1.396 2.752 2.561 -0.0433 -0.0197 0.0059 -0.397
C -1.010 -0.937 3.139 0.0543 0.1151 0.2013 -0.281
C 5.653 0.238 0.878 0.0174 0.0015 0.0106 -0.654
C -3.034 -4.573 -3.836 -0.0248 0.0197 0.0107 -0.255
C -1.061 3.740 4.768 -0.0003 0.0063 0.0022 -0.114
C -0.593 3.402 3.504 0.0209 -0.0434 0.0316 -0.151
C -2.105 -1.280 2.329 -0.2875 0.0638 0.0507 -0.287
C -2.364 3.438 5.135 -0.0103 -0.0086 -0.0029 -0.129
C -2.414 1.131 -3.613 -0.0340 -0.0067 0.0055 -0.072
C 5.848 -0.738 -0.092 -0.0155 0.0142 0.0027 -0.112
C 4.450 0.929 0.987 -0.0018 0.0171 0.0152 -0.105
C 4.824 -1.023 -0.964 -0.0077 -0.0011 0.0179 -0.047
C 1.520 4.334 -1.400 0.0075 0.0165 0.0263 -0.277
C -1.574 0.384 -2.798 0.0072 0.0292 -0.0444 -0.138
C -4.543 2.007 -1.062 -0.0062 0.0007 -0.0059 -0.115
C 2.387 4.014 1.572 -0.0022 -0.0008 -0.0208 -0.285
C -3.603 4.084 -1.792 -0.0059 -0.0041 -0.0026 -0.116
C -1.890 2.216 -4.292 0.0501 0.0088 0.0034 -0.084
C -2.092 -2.669 2.137 -0.0092 -0.6213 -0.1061 -0.277
C 3.158 -4.417 3.224 0.0051 0.0303 -0.0136 -0.655
C -2.295 2.632 -0.334 -0.0179 -0.0594 0.0225 -0.390
C -0.043 5.887 0.828 0.0111 -0.0130 -0.0193 -0.270
C -2.703 2.456 2.962 0.0074 0.0069 -0.0396 -0.127
C 3.426 0.643 0.114 -0.0018 -0.0112 -0.0212 -0.037
C -0.541 2.508 -4.144 -0.0409 -0.0197 0.0040 -0.081
C -0.972 -3.213 2.812 0.1117 0.7519 0.2355 -0.263
C -1.248 -3.003 -1.525 0.0165 -0.1136 -0.0674 -0.544
C -3.371 1.734 -0.369 0.0084 -0.0003 -0.0044 -0.163
C -3.184 2.791 4.221 -0.0014 0.0079 0.0200 -0.108
C 3.578 -0.354 -0.887 0.0156 0.0229 0.0368 -0.316
C 2.529 -0.681 -1.752 -0.0010 0.0303 -0.0495 0.050
C -4.143 -1.908 -2.696 -0.0456 -0.0512 -0.0042 -0.245
H 0.604 -2.173 4.003 -0.0134 -0.0117 0.0928 0.073
H -5.015 -4.722 -1.270 0.0054 -0.0083 -0.0117 0.002
H 4.326 1.674 1.760 -0.0044 0.0126 -0.0114 0.093
H 0.735 4.414 -2.154 0.0024 0.0000 0.0024 -0.012
H -0.745 0.061 3.460 -0.0218 -0.0105 0.0079 0.077
H -3.371 1.946 2.276 -0.0041 0.0070 -0.0050 0.078
H -5.353 1.287 -1.057 -0.0004 0.0017 0.0009 0.095
H -0.859 5.781 1.544 0.0096 -0.0008 0.0155 0.003
H -3.284 0.784 0.152 -0.0036 0.0153 -0.0124 0.077
H -2.524 2.834 -4.915 0.0001 0.0011 -0.0010 0.101
H -2.489 -4.079 -4.644 0.0037 -0.0045 -0.0039 -0.001
H 6.781 -1.283 -0.134 0.0009 0.0016 0.0032 0.107
H 2.135 5.238 -1.434 -0.0013 0.0039 -0.0001 0.007
H -1.942 -0.470 -2.239 0.0208 -0.0108 0.0057 0.068
H 2.425 3.081 2.137 0.0103 -0.0039 -0.0083 -0.007
H 2.478 1.167 0.201 -0.0064 -0.0002 -0.0038 0.079
H -5.574 3.408 -2.329 0.0001 -0.0008 -0.0015 0.087
H 1.586 -0.144 -1.742 -0.0072 -0.0181 -0.0032 0.004
H 0.707 6.562 1.248 0.0090 -0.0019 -0.0111 -0.001
H -2.732 3.693 6.122 -0.0005 0.0040 -0.0004 0.084
H -0.883 -3.971 -1.128 0.0483 0.0359 0.0250 -0.078
H 2.397 4.842 2.284 -0.0028 -0.0046 0.0098 0.003
H -4.203 2.535 4.491 -0.0025 -0.0016 -0.0004 0.091
H 2.659 -1.448 -2.505 -0.0006 -0.0263 0.0311 0.071
H -1.641 4.535 -1.092 0.0039 0.0006 -0.0025 0.058
H -3.521 -5.340 -0.542 0.0133 0.0039 -0.0006 0.011
H -2.551 -5.533 -3.643 0.0072 0.0021 0.0016 -0.001
H -0.400 4.241 5.468 -0.0001 0.0024 -0.0015 0.089
H -0.581 -2.777 -2.376 -0.0341 0.0624 -0.0126 -0.078
H -0.617 -4.235 2.829 -0.2038 -0.0275 -0.0307 0.084
H -4.171 -1.148 -1.912 0.0142 0.0044 0.0032 0.000
H -3.679 5.008 -2.355 0.0009 0.0006 -0.0001 0.090
H 2.154 3.482 -1.655 0.0011 0.0004 0.0067 -0.008
H -3.811 -1.440 -3.624 0.0134 -0.0068 0.0120 -0.002
H -3.462 0.874 -3.682 0.0220 0.0138 0.0079 0.094
H -4.211 -3.817 0.022 -0.0343 -0.0066 0.0027 -0.008
H -4.057 -4.760 -4.174 -0.0050 0.0021 0.0079 -0.005
H -5.160 -2.279 -2.851 -0.0031 0.0233 -0.0081 0.007
H 1.276 1.892 -3.173 -0.0141 -0.0058 -0.0079 0.094
H -2.777 -3.224 1.515 -0.0521 -0.0179 0.0440 0.060
H 4.954 -1.795 -1.711 0.0044 0.0012 -0.0023 0.099
H -2.839 -0.594 1.929 -0.0067 0.0076 0.0090 0.069
H -0.442 6.345 -0.080 -0.0131 -0.0067 0.0016 -0.004
H -0.085 3.352 -4.644 0.0009 0.0025 -0.0037 0.096
H 0.433 3.649 3.258 0.0113 -0.0006 -0.0051 0.059
H 3.288 4.081 0.958 0.0075 -0.0125 0.0038 0.006
```
Positions in Å, forces in eV/Å.

## Properties
total charge	-2
orbital gap (spin up / spin down)	6.1 / 5.4	eV
spin multiplicity	2
E_HOMO (spin up / spin down)	-2.12 / -2.12	eV
total energy	-9998.127741	Eh



3.
This record from the OMol25 dataset describes a cluster of 2 separate species, C5H15N2 in total at a distorted geometry. The level of theory is ωB97M-V/def2-TZVPD.

```
22
Properties=species:S:1:pos:R:3:forces:R:3:nbo_charge:R:1
N 1.410 -0.746 2.483 -2.0476 0.1442 -0.4870 -0.950
N 0.728 -0.607 -2.842 -4.0096 -1.8907 -1.3590 -0.214
C -0.294 -1.159 -1.801 -1.1176 -0.5167 -3.6461 -0.270
C 0.189 -0.963 -0.437 2.0831 0.2262 3.4164 -0.611
C -0.573 1.554 0.223 -0.4700 -0.5188 2.3106 -0.600
C -1.685 1.178 1.199 -1.1889 -5.1156 0.7165 -0.660
C 0.518 0.492 0.041 -2.1709 1.9632 -3.0873 0.404
H -1.392 0.894 2.247 0.8493 1.2678 -0.7723 0.269
H -1.991 0.060 1.022 -0.3581 1.9577 -0.4086 0.207
H -0.404 -1.411 0.366 -0.8087 0.0525 -0.4721 0.338
H -0.896 1.951 -0.813 0.4902 -0.9764 0.7548 0.356
H 1.430 -0.431 3.450 0.1884 0.5013 -0.4461 0.424
H -1.233 -0.527 -1.946 0.7763 -0.7973 -0.6396 0.307
H -0.351 2.496 0.725 1.7801 0.3443 -0.6523 0.327
H 1.412 1.040 -0.288 0.5492 -0.8660 0.5464 0.228
H 1.190 -0.034 1.753 0.0602 0.0946 0.9661 0.288
H -2.580 1.768 1.351 0.0851 0.4194 -0.7714 0.291
H 2.215 -1.224 2.202 1.6389 -0.6826 -0.1602 0.386
H 0.583 -0.549 -3.923 0.1437 -0.8176 2.0934 0.471
H -0.508 -2.297 -2.098 0.3353 2.5290 0.7922 0.343
H 1.029 -1.647 -0.394 0.9980 0.4396 0.4567 0.290
H 1.204 0.161 -2.519 2.1935 2.2419 0.8490 0.376
```
Positions in Å, forces in eV/Å.

## Properties
total charge	+2
orbital gap (spin up / spin down)	5.8 / 4.9	eV
spin multiplicity	2
E_HOMO (spin up / spin down)	-17.64 / -17.64	eV
total energy	-308.094590	Eh



Here are the calculated relative energy (zero: lowest compared OMol25 entry of this formula, charge and spin) numbers, same order: 133.9, 4.1, 152.9 (kcal per mole).